This record from the OMol25 dataset describes a structure of composition H28NeO14 at a distorted geometry. The level of theory is the ωB97M-V functional and the def2-TZVPD basis.

Output
- E_HOMO: -0.377 Eh
- M: 272.39 g mol⁻¹
- ΔE to the lowest compared entry with this formula, charge and spin: 0.6893 eV
- Total energy: -1199.11647 Eh

Geometry (Å):
Ne 14.946 -8.386 0.521
O 13.461 -9.238 3.788
H 13.846 -8.495 4.253
H 12.699 -9.482 4.313
O 17.722 -8.259 1.641
H 18.225 -7.664 1.085
H 17.244 -7.684 2.237
O 15.551 -8.362 -2.758
H 15.233 -9.264 -2.712
H 14.977 -7.937 -3.395
O 14.276 -6.129 -1.817
H 14.799 -6.931 -1.807
H 13.664 -6.232 -1.089
O 14.666 -11.712 3.265
H 14.722 -12.055 4.157
H 14.234 -10.863 3.362
O 17.280 -10.454 -0.326
H 17.382 -9.548 -0.036
H 18.161 -10.824 -0.272
O 12.755 -11.011 -0.224
H 12.043 -11.511 -0.622
H 13.519 -11.206 -0.768
O 11.911 -8.797 1.431
H 12.349 -8.958 2.267
H 12.317 -9.416 0.824
O 12.567 -6.364 0.294
H 11.836 -5.747 0.296
H 12.192 -7.182 0.620
O 14.038 -5.032 2.131
H 13.504 -5.534 1.514
H 14.693 -5.655 2.444
O 15.066 -11.169 -2.068
H 15.708 -10.832 -1.444
H 15.569 -11.747 -2.642
O 16.016 -6.614 3.249
H 16.827 -6.361 3.690
H 15.522 -7.096 3.912
O 16.911 -12.440 1.471
H 16.152 -12.212 2.008
H 17.056 -11.669 0.922
O 18.081 -6.611 -2.196
H 17.530 -7.394 -2.193
H 17.498 -5.906 -1.917